{"formula": "C18H52NO17", "method": "ωB97M-V/def2-TZVPD", "symbols": ["O", "O", "O", "O", "O", "O", "O", "O", "O", "O", "O", "O", "O", "O", "O", "O", "O", "N", "C", "C", "C", "C", "C", "C", "C", "C", "C", "C", "C", "C", "C", "C", "C", "C", "C", "C", "H", "H", "H", "H", "H", "H", "H", "H", "H", "H", "H", "H", "H", "H", "H", "H", "H", "H", "H", "H", "H", "H", "H", "H", "H", "H", "H", "H", "H", "H", "H", "H", "H", "H", "H", "H", "H", "H", "H", "H", "H", "H", "H", "H", "H", "H", "H", "H", "H", "H", "H", "H"], "positions_angstrom": [[-4.15, 0.86, 1.10], [2.30, -4.79, 3.77], [4.09, -0.25, 0.92], [-1.58, 2.53, 1.47], [-1.23, 6.08, -1.18], [0.09, 0.97, -0.12], [-3.36, -0.49, -3.65], [1.49, -1.88, -2.54], [-1.66, -0.19, 0.41], [-3.68, -4.99, -1.69], [1.19, 3.32, -1.52], [-4.53, 2.01, -2.65], [0.89, 3.42, 2.55], [0.28, -1.15, 0.27], [3.64, 2.08, -1.90], [2.28, -2.30, 1.87], [-1.83, -3.64, 0.38], [-0.43, -0.11, 0.24], [4.31, 1.43, -0.81], [-3.85, 1.77, 2.14], [1.32, -3.78, 3.53], [-3.19, 1.57, -2.44], [1.90, -2.41, 3.25], [1.83, 1.23, 2.28], [3.23, 3.37, 2.06], [-2.96, -3.15, -0.33], [1.79, -3.14, -1.95], [-0.35, 5.03, -0.76], [0.29, 4.34, -1.96], [-3.05, 0.07, -2.39], [1.89, 2.69, 1.83], [0.68, -4.10, -2.34], [-2.95, 2.91, 1.69], [3.13, -3.61, -2.54], [3.54, 0.22, -0.31], [-4.01, -4.22, -0.55], [0.52, -4.30, -3.40], [0.75, -5.08, -1.84], [-2.01, -0.14, -2.12], [1.88, 1.14, 3.36], [1.19, -1.63, 3.53], [-3.31, 3.24, 0.70], [2.81, 2.45, -1.57], [-5.10, 1.35, -2.24], [-4.43, -5.58, -1.82], [-3.42, -2.27, 0.13], [-4.96, -3.68, -0.66], [3.50, -0.61, -1.03], [0.93, 0.78, 1.86], [-4.79, 2.20, 2.49], [1.01, -1.42, -1.83], [-0.44, 3.86, -2.62], [-0.97, 4.28, -0.25], [-1.54, 1.86, 0.76], [-3.61, -0.41, -1.57], [1.61, 2.75, 0.77], [-3.13, -1.42, -3.66], [2.64, 0.65, 1.81], [-1.41, -2.86, 0.78], [1.48, -2.04, 1.39], [3.29, 4.31, 1.52], [0.41, 5.46, -0.12], [-3.44, 1.23, 3.00], [0.93, 5.05, -2.49], [3.48, -4.56, -2.13], [5.29, 1.11, -1.15], [-2.82, 1.94, -1.48], [0.69, -3.72, 4.43], [3.43, 3.50, 3.12], [2.82, -2.26, 3.82], [1.86, -3.12, -0.86], [3.85, -2.83, -2.29], [3.40, -0.81, 1.32], [4.43, 2.22, -0.06], [2.49, 0.55, -0.18], [-2.11, 5.77, -1.35], [0.66, -4.04, 2.70], [2.79, -4.48, 4.53], [0.72, 2.72, -0.93], [-2.57, -2.78, -1.29], [0.05, 2.96, 2.44], [-0.27, -3.72, -1.95], [-3.33, 0.79, 0.59], [-2.91, 3.70, 2.44], [3.00, -3.75, -3.62], [4.03, 2.71, 1.72], [-4.16, -4.75, 0.40], [-2.57, 1.98, -3.24]], "lowdin_charge": [-0.077, -0.063, -0.104, -0.114, -0.072, -0.029, -0.050, -0.052, -0.020, -0.053, -0.101, -0.061, -0.071, -0.024, -0.077, -0.089, -0.071, -0.504, -0.219, -0.247, -0.243, -0.233, -0.219, -0.039, -0.039, -0.258, -0.486, -0.219, -0.197, -0.262, -0.463, -0.064, -0.199, -0.052, -0.233, -0.253, 0.077, 0.082, 0.113, 0.092, 0.118, 0.118, 0.027, 0.082, 0.082, 0.108, 0.112, 0.114, 0.054, 0.114, 0.056, 0.116, 0.106, 0.034, 0.107, 0.100, 0.082, 0.046, 0.056, 0.040, 0.079, 0.128, 0.120, 0.126, 0.074, 0.118, 0.099, 0.115, 0.081, 0.124, 0.124, 0.068, 0.037, 0.092, 0.091, 0.075, 0.121, 0.077, 0.039, 0.106, 0.048, 0.059, 0.020, 0.124, 0.076, 0.058, 0.119, 0.124], "homo_lumo_gap_ha": 0.34358, "e_above_lowest_ev": 0.0401, "energy_ev": -55803.346, "homo_ev": -6.97, "total_charge": -1}



{"formula": "CH2Cl2N2", "method": "ωB97M-V/def2-TZVPD", "symbols": ["Cl", "Cl", "N", "N", "C", "H", "H"], "positions_angstrom": [[-0.96, 0.12, 2.36], [1.70, 1.02, -1.54], [-0.88, -0.77, 0.92], [0.67, 0.96, -0.22], [-0.02, -0.26, -0.10], [-0.97, -0.05, -0.89], [0.46, -1.01, -0.54]], "lowdin_charge": [0.563, 0.601, -0.415, -0.442, -0.552, 0.207, 0.039], "homo_lumo_gap_ha": [0.31179, 0.32557], "e_above_lowest_ev": 4.8276, "energy_ev": -29088.828, "homo_ev": [-9.74, -9.88], "total_charge": 0}



{"formula": "C3H8N3O", "method": "ωB97M-V/def2-TZVPD", "symbols": ["O", "N", "N", "N", "C", "C", "C", "H", "H", "H", "H", "H", "H", "H", "H"], "positions_angstrom": [[0.83, 0.56, 1.72], [-1.35, -0.16, -2.12], [0.15, -1.70, -0.08], [-0.53, 0.32, -1.17], [0.24, -0.41, -0.39], [1.31, 0.36, 0.32], [-0.04, 1.42, 2.02], [-1.39, -1.13, -2.31], [-1.70, 0.54, -2.77], [1.40, 1.38, -0.10], [2.20, -0.28, 0.38], [0.35, -2.00, 0.84], [-0.55, -2.26, -0.48], [-0.47, 1.40, 2.93], [-0.46, 1.96, 1.19]], "lowdin_charge": [0.056, 0.042, 0.160, -0.001, -0.442, -0.004, 0.260, 0.078, 0.117, 0.147, 0.149, 0.098, 0.096, 0.107, 0.137], "homo_lumo_gap_ha": 0.20077, "e_above_lowest_ev": 4.3279, "energy_ev": -9748.136, "homo_ev": -11.75, "total_charge": 1}



{"formula": "C3H10OS2", "method": "ωB97M-V/def2-TZVPD", "symbols": ["S", "S", "O", "C", "C", "C", "H", "H", "H", "H", "H", "H", "H", "H", "H", "H"], "positions_angstrom": [[-1.94, -1.32, -0.44], [1.75, 0.51, -0.86], [0.26, 2.12, 1.41], [-1.12, -0.51, 0.91], [0.45, 0.32, -2.25], [0.00, -1.33, 1.29], [0.88, 0.67, -3.20], [-1.81, -0.23, 1.68], [-0.61, 0.70, -2.28], [0.38, -0.77, -2.62], [0.42, -1.73, 0.25], [0.83, -1.02, 1.89], [-0.40, -2.30, 1.55], [0.79, 2.94, 1.56], [-0.63, 0.34, 0.44], [0.74, 1.60, 0.68]], "lowdin_charge": [0.755, 0.571, -0.167, -0.713, -0.517, -0.267, 0.020, 0.078, 0.041, 0.040, 0.071, 0.075, 0.053, 0.052, 0.017, -0.109], "homo_lumo_gap_ha": 0.15224, "e_above_lowest_ev": 5.9444, "energy_ev": -26985.346, "homo_ev": -8.44, "total_charge": 0}



no.,largest force on an atom (Eh/bohr)
1,0.0414
2,0.1110
3,0.1043
4,0.1052